[1]
Here is a structure of composition C36H28NO6P2S2TeZr from the OMol25 dataset. Energies are from ωB97M-V with the def2-TZVPD basis set.

Geometry as XYZ:
```
77
Properties=species:S:1:pos:R:3:forces:R:3
Zr 1.813423 -0.792067 -0.905915 0.0 0.8 1.0
O 4.888506 2.101044 0.303038 0.1 -0.1 0.0
S 3.970470 1.558626 -0.680624 0.0 -0.2 -0.1
O 0.897223 0.802690 -1.807468 -0.1 -0.2 -0.1
O 3.362042 0.137568 -0.108716 -0.8 0.0 -0.2
C 4.994833 0.759773 -1.938396 0.1 0.1 0.0
C 6.328591 1.137437 -1.972036 0.0 0.0 0.0
C 7.184056 0.629222 -2.937720 0.0 0.0 0.0
C 6.694538 -0.240085 -3.898372 0.0 0.0 0.0
C 5.357633 -0.613407 -3.886469 0.0 0.0 0.0
C 4.517783 -0.125576 -2.902577 0.0 0.0 0.0
S 2.888595 -2.274251 -2.847196 0.1 0.0 -0.2
O 3.312820 -2.465190 -1.428928 0.1 -0.2 0.1
O 3.171635 -0.539803 -2.911053 0.2 -0.1 0.1
O 1.399836 -2.076858 -2.723971 0.0 0.2 0.0
H 6.684363 1.825969 -1.216471 0.0 0.0 0.0
H 8.225033 0.920369 -2.941561 0.0 0.0 0.0
H 7.346941 -0.629532 -4.667672 0.0 0.0 0.0
H 4.968341 -1.277632 -4.647828 0.0 0.0 0.0
Te 1.047620 1.221334 1.973025 0.1 -0.1 -0.2
C -0.483980 1.874321 3.252935 -0.1 -0.1 0.0
C -1.669093 2.416697 2.777305 0.0 0.0 0.0
C -2.628195 2.814544 3.698175 0.0 0.0 0.0
N -2.466040 2.728328 5.016434 0.0 0.0 0.0
C -1.312575 2.237381 5.458474 0.0 0.0 0.0
C -0.297437 1.785977 4.624209 0.0 0.0 0.0
C -0.149971 0.148488 0.531567 0.9 -0.1 0.0
P -0.001008 -1.622030 0.833430 -0.2 -0.1 -0.1
C -0.267033 -1.931340 2.589323 0.1 -0.1 0.0
C 0.521329 -2.871942 3.243821 0.0 0.0 0.0
C 0.252017 -3.191880 4.566511 0.0 0.0 0.0
C -0.804978 -2.582374 5.226741 0.0 0.0 0.0
C -1.596997 -1.649005 4.569378 0.0 0.0 0.0
C -1.330074 -1.321163 3.250454 0.0 0.0 0.0
C -1.234406 -2.657521 -0.001488 -0.1 0.0 0.0
C -2.598249 -2.558784 0.281493 0.0 0.0 0.0
C -3.491001 -3.440060 -0.298395 0.0 0.0 0.0
C -3.032601 -4.430033 -1.162108 0.0 0.0 0.0
C -1.681184 -4.542279 -1.439403 0.0 0.0 0.0
C -0.780845 -3.659411 -0.856212 -0.1 0.0 0.0
P -0.414082 1.002541 -0.955727 -0.2 0.0 -0.3
C -1.744909 0.240810 -1.877927 -0.1 0.1 0.0
C -1.504909 -0.249824 -3.158936 0.0 0.0 0.0
C -2.539514 -0.834567 -3.875770 0.0 0.0 0.0
C -3.810650 -0.907033 -3.327385 0.0 0.0 0.0
C -4.055135 -0.409638 -2.052628 0.0 0.0 0.0
C -3.023053 0.151071 -1.322937 0.0 0.0 0.0
C -0.680994 2.765622 -0.829872 0.0 0.0 0.1
C 0.425014 3.602391 -0.657842 0.0 0.0 -0.1
C 0.246067 4.969605 -0.541029 0.0 0.0 0.0
C -1.031955 5.509942 -0.597469 0.0 0.0 0.0
C -2.130858 4.686854 -0.792385 0.0 0.0 0.0
C -1.959872 3.316252 -0.915724 0.0 0.0 0.0
H -1.853381 2.535163 1.717135 0.0 0.0 0.0
H -3.569617 3.231136 3.357292 0.0 0.0 0.0
H -1.194488 2.181388 6.534710 0.0 0.0 0.0
H 0.600609 1.359035 5.052610 0.0 0.0 0.0
H 1.348692 -3.346707 2.730224 0.0 0.0 0.0
H 0.869358 -3.916074 5.080485 0.0 0.0 0.0
H -1.012917 -2.834256 6.258097 0.0 0.0 0.0
H -2.417735 -1.169061 5.086123 0.0 0.0 0.0
H -1.934346 -0.580028 2.742928 0.0 0.0 0.0
H -2.958550 -1.802600 0.967915 0.0 0.0 0.0
H -4.546968 -3.363921 -0.074868 0.0 0.0 0.0
H -3.735075 -5.120829 -1.609460 0.0 0.0 0.0
H -1.321847 -5.319712 -2.100089 0.0 0.0 0.0
H 0.276256 -3.763745 -1.061618 0.0 0.0 0.0
H -0.516290 -0.177253 -3.591839 0.0 0.0 0.0
H -2.351288 -1.224667 -4.866834 0.0 0.0 0.0
H -4.616758 -1.354628 -3.893497 0.0 0.0 0.0
H -5.047092 -0.473328 -1.625627 0.0 0.0 0.0
H -3.205411 0.509356 -0.315696 0.0 0.0 0.0
H 1.422144 3.184231 -0.631914 0.0 0.0 0.0
H 1.104812 5.613559 -0.409260 0.0 0.0 0.0
H -1.169509 6.579003 -0.503970 0.0 0.0 0.0
H -3.123799 5.109944 -0.860815 0.0 0.0 0.0
H -2.823908 2.692424 -1.092134 0.0 -0.1 0.0
```
Positions in Å, forces in eV/Å.

Output
ΔE to the lowest compared entry with this formula, charge and spin   15.7 kcal/mol
Frontier orbital gap   7.278 eV
Energy   -100380.5076 eV
Total charge   +1
LUMO   -3.418 eV
HOMO   -10.70 eV

Results of the Löwdin charge analysis, in e, for atoms 1 through 8: 1.57 -0.42 0.88 -0.48 -0.67 -0.26 -0.05 -0.05


[2]
Here is a cluster of 14 separate species, C36H29Cl53FN4O4S2 in total from the OMol25 dataset. Energies are from ωB97M-V with the def2-TZVPD basis set.

Geometry as XYZ:
```
129
Properties=species:S:1:pos:R:3:forces:R:3
C 2.183638 -1.574982 1.766489 0.4 0.7 0.5
C 1.661527 -1.777484 0.707338 -1.0 -0.6 -1.2
C 0.931769 -1.899460 -0.566491 0.2 0.7 -0.2
C 0.786710 -0.680165 -1.330381 -0.6 -1.1 -0.3
C 1.422682 0.647927 -0.822337 -0.4 0.1 0.8
O 2.230000 1.232315 -1.461574 0.2 -0.5 -0.3
O 1.028493 1.063342 0.423520 -0.5 -0.7 -1.4
C -0.348248 1.510356 0.414726 -0.5 0.2 0.6
C -0.840236 1.794101 1.889411 0.1 0.6 -0.8
C -1.655803 3.128934 1.866404 0.0 -0.4 0.2
Cl 0.603963 1.912033 2.977122 -0.8 0.0 -0.1
C 0.063558 -0.763526 -2.555421 0.8 -1.3 1.9
O -0.101498 0.389256 -3.339684 -1.1 -0.1 1.2
C -1.046479 1.175549 -2.807882 -0.2 -0.5 -1.1
N -1.978234 1.802545 -2.538192 0.7 -0.3 0.3
C -0.472310 -2.008245 -2.961915 -0.3 1.1 -1.4
C -1.230529 -2.074879 -4.300482 0.0 -0.5 0.1
C -2.761624 -2.355368 -4.166149 -0.6 0.6 0.0
C -3.509785 -1.338825 -3.229377 0.1 -0.7 -0.6
S -5.306230 -1.542904 -3.636418 0.2 0.2 0.7
C -6.095783 -0.902379 -2.105718 0.7 -0.2 0.0
S -6.835418 0.549653 -2.151403 0.3 -0.5 0.0
N -5.972529 -1.747319 -0.975953 -0.6 1.4 -0.9
C -6.590633 -1.102723 0.197141 0.4 -1.4 1.4
C -6.353482 -2.071646 1.411076 -0.5 0.1 -1.3
O -7.222500 -3.190899 1.198897 0.4 0.0 0.1
C -6.826469 -3.923409 0.056086 0.3 -0.4 -0.7
C -6.591250 -3.075578 -1.237783 -0.3 -0.4 -0.1
N -0.309597 -3.143015 -2.209873 0.7 1.4 0.6
N -0.869659 -4.294629 -2.750093 0.0 -0.5 -0.2
C 0.391072 -3.137198 -1.025664 0.4 0.5 0.7
C 0.587204 -4.406375 -0.184196 0.1 -0.3 -0.7
C 2.094787 -4.737616 0.120931 0.2 -0.1 1.4
C 2.223492 -5.171696 1.621609 -0.3 0.1 -0.9
F 2.542578 -5.816409 -0.664023 -0.6 0.6 0.0
H 2.667618 -1.186164 2.663035 -0.4 -0.6 -0.6
H -1.051966 0.762452 -0.020527 0.6 0.2 0.1
H -0.390531 2.414826 -0.228775 0.0 -0.4 0.6
H -1.459511 0.960915 2.281168 0.6 0.5 -0.4
H -2.533447 3.070246 2.538131 0.6 0.1 -0.3
H -0.999707 3.966866 2.175764 -0.5 -0.4 -0.3
H -2.029873 3.313590 0.837287 0.2 -0.1 0.6
H -0.775621 -2.884296 -4.919039 -0.2 0.5 0.5
H -1.086175 -1.118725 -4.848287 0.0 -0.6 0.5
H -3.209745 -2.210416 -5.178670 0.5 -0.3 0.6
H -3.002254 -3.395444 -3.867557 0.3 0.6 -0.2
H -3.183421 -0.317087 -3.510644 -0.3 -0.5 0.5
H -3.362623 -1.564479 -2.152843 0.0 0.3 -0.6
H -7.690030 -1.037661 0.007510 1.4 0.1 0.3
H -6.124979 -0.136828 0.470183 -0.3 -0.3 -0.7
H -5.305208 -2.452455 1.396171 -0.4 0.5 0.2
H -6.607745 -1.576797 2.365680 0.1 -0.5 -0.4
H -7.643799 -4.644987 -0.157831 0.5 0.5 0.1
H -5.905973 -4.541452 0.236903 -0.5 0.6 0.2
H -5.937114 -3.622164 -1.946680 -0.5 0.3 0.6
H -7.560014 -2.921310 -1.767014 0.5 0.0 0.5
H -0.279784 -5.105007 -2.591587 -0.1 0.2 0.0
H -1.823523 -4.432026 -2.425482 0.3 0.0 0.1
H 0.029043 -4.310375 0.774903 0.4 0.2 -0.7
H 0.183505 -5.308481 -0.696342 0.2 0.7 0.4
H 2.780810 -3.895330 -0.098502 -0.5 -0.4 0.0
H 1.748106 -6.175062 1.698002 0.5 0.5 0.1
H 3.291540 -5.191554 1.921542 -0.8 -0.2 -0.2
H 1.634740 -4.492112 2.277505 0.7 -0.3 -0.4
C 1.818113 4.408960 -3.735847 0.2 0.2 0.0
Cl 2.643932 4.642383 -5.281234 -0.2 -0.1 0.2
Cl 2.998432 4.467484 -2.419127 -0.4 -0.4 -0.2
Cl 0.617771 5.690026 -3.508410 0.1 -0.1 0.0
Cl 1.005050 2.830655 -3.737016 0.4 0.5 -0.3
C 2.700468 1.539945 6.545976 -0.1 0.2 0.1
Cl 1.848325 3.034982 6.126156 0.1 -0.4 0.0
Cl 2.778746 0.486061 5.113415 -0.2 0.1 0.1
Cl 4.333826 1.920939 7.095878 -0.2 0.0 -0.2
Cl 1.825446 0.709186 7.839559 0.1 0.0 -0.2
C 3.591575 -6.027710 5.480392 0.0 -0.1 0.1
Cl 5.115444 -6.115421 6.380200 -0.3 -0.2 -0.1
Cl 3.501119 -7.381282 4.341886 0.0 0.1 0.1
Cl 2.233945 -6.114387 6.610397 0.1 0.0 -0.1
Cl 3.515693 -4.498596 4.584436 -0.3 -0.2 0.1
C 5.792578 7.754542 -1.579582 0.1 0.1 0.0
Cl 5.838728 9.483131 -1.198523 0.0 -0.1 0.0
Cl 6.212567 6.821574 -0.131007 -0.4 0.2 -0.1
Cl 4.164327 7.306414 -2.112034 0.3 0.3 0.1
Cl 6.951611 7.405663 -2.874601 -0.4 0.2 0.0
C -10.908009 -0.573138 0.366786 -0.1 0.1 0.1
Cl -9.343925 -0.017431 0.985374 -0.9 0.4 0.3
Cl -11.750602 0.776982 -0.404263 0.1 -0.1 0.0
Cl -10.642316 -1.861579 -0.822451 0.0 0.1 0.1
Cl -11.885029 -1.195794 1.703128 0.1 0.0 -0.1
C 6.936213 -1.784949 5.444800 0.1 0.0 0.0
Cl 8.028745 -1.431930 6.792199 -0.1 0.0 -0.1
Cl 7.850819 -1.790623 3.927509 -0.1 0.0 0.1
Cl 6.183972 -3.369750 5.688463 0.5 0.6 0.1
Cl 5.670924 -0.546651 5.368497 0.3 -0.3 0.0
C -6.995457 -6.432613 -3.317220 -0.3 -0.2 -0.1
Cl -7.209054 -7.495331 -1.919441 0.1 0.1 -0.1
Cl -7.255631 -7.351293 -4.803741 0.1 0.1 0.1
Cl -8.166600 -5.103388 -3.232634 0.1 -0.3 -0.1
Cl -5.341796 -5.781446 -3.315677 0.0 -0.1 -0.1
C 4.866364 4.300438 3.588647 0.0 0.1 0.0
Cl 6.120211 5.211544 2.735959 0.0 -0.1 0.2
Cl 3.305004 4.565697 2.797294 0.1 0.0 0.1
Cl 5.263452 2.576129 3.548261 0.0 0.1 0.0
Cl 4.773122 4.846869 5.270784 0.2 0.0 -0.3
C 1.435264 5.016152 -9.360699 0.0 0.0 -0.1
Cl 2.986083 5.059234 -8.504678 0.0 0.0 -0.2
Cl 1.423555 3.654611 -10.490698 0.0 0.2 0.2
Cl 0.120632 4.821519 -8.188943 0.1 0.0 -0.1
Cl 1.212044 6.527781 -10.252249 0.0 -0.1 0.1
C 4.058821 1.211329 11.098878 0.0 0.0 0.0
Cl 4.932689 0.057455 10.077061 -0.1 0.1 0.1
Cl 2.414991 0.616994 11.387395 0.1 0.0 0.0
Cl 4.901209 1.382892 12.645142 -0.1 0.0 -0.1
Cl 3.985425 2.786662 10.289803 0.0 -0.1 0.2
C 9.350840 4.670698 -1.301759 0.1 0.1 0.0
Cl 9.378810 6.404343 -0.925833 0.4 -0.4 0.0
Cl 9.781176 3.749555 0.148794 0.0 0.1 -0.1
Cl 7.733657 4.189114 -1.840469 0.1 -0.1 0.0
Cl 10.519990 4.329555 -2.586431 -0.1 0.0 0.1
C 1.065475 6.847824 7.779895 0.0 0.1 0.1
Cl 2.341923 6.167507 6.756929 -0.2 0.3 0.1
Cl -0.190532 7.562982 6.757215 0.1 -0.1 0.1
Cl 0.359328 5.560905 8.771229 0.1 0.1 -0.1
Cl 1.752492 8.094052 8.831245 -0.1 -0.1 -0.1
C 0.248160 0.190093 -11.980262 0.0 0.0 -0.1
Cl 1.067084 0.418467 -13.531447 -0.1 0.0 0.2
Cl 1.438825 0.269534 -10.667807 -0.1 -0.1 -0.1
Cl -0.965297 1.459378 -11.760680 0.1 -0.1 0.0
Cl -0.546185 -1.392906 -11.958582 0.1 0.1 0.0
```
Positions in Å, forces in eV/Å.

Output
ΔE to the lowest compared entry with this formula, charge and spin   0.0 kcal/mol
Frontier orbital gap   5.608 eV
Energy   -740011.7456 eV
Total charge   +1
LUMO   -4.774 eV
HOMO   -10.38 eV

Results of the Löwdin charge analysis, in e, for atoms 1 through 8: 0.20 -0.05 -0.05 0.09 -0.42 0.17 -0.08 -0.18